# 1
Below is a cluster of 12 separate species, C33H95N11O17 in total in a non-equilibrium geometry, with properties calculated with the ωB97M-V functional and the def2-TZVPD basis.

Each line ends with the Mulliken charge.
Atoms and positions in Å:
C -2.5960 4.5648 4.9157  -0.65
O -1.6079 5.3524 4.3334  -0.18
C -1.9373 6.7252 4.3535  -0.60
C -0.8839 7.5407 3.6599  -0.79
N -0.5933 7.0416 2.3144  -0.43
C 0.8026 6.6309 2.1421  -0.35
C 0.9531 5.6739 0.9724  -0.76
O 1.0019 4.3732 1.5339  -0.22
C 1.0507 3.3431 0.5873  -0.73
H -3.5381 4.4833 4.3476  0.32
H -2.7735 4.7620 5.9735  0.34
H -2.3234 3.5088 4.7826  0.04
H -2.1259 7.1072 5.3650  0.48
H -2.9041 6.8778 3.8474  0.34
H 0.0019 7.6015 4.3105  0.33
H -1.1548 8.6040 3.6271  0.36
H -1.1665 6.2068 2.2413  0.28
H 1.1093 6.1351 3.0731  0.29
H 1.4922 7.4787 2.0826  0.32
H 1.8854 5.8822 0.4284  0.42
H 0.0903 5.7048 0.2960  0.40
H 0.5333 3.5978 -0.3439  0.38
H 0.8053 2.3294 0.9041  -0.07
H 2.1089 3.2229 0.2838  0.43
C -1.7572 -3.4683 2.6546  -0.65
O -1.0911 -2.2567 3.0008  -0.19
C -1.7957 -1.4552 3.9475  -0.63
C -0.8455 -0.3039 4.2873  -0.25
N 0.4048 -0.8321 4.8543  -0.38
C 1.4371 0.1737 4.8935  0.16
C 2.7605 -0.3551 5.4635  -0.72
O 2.6816 -1.3951 6.3954  -0.33
C 3.8003 -1.4914 7.2665  -0.77
H -2.3747 -3.3883 1.7608  0.00
H -2.3856 -3.7858 3.4923  0.41
H -1.0041 -4.2486 2.5565  0.16
H -2.0517 -2.0358 4.8370  0.60
H -2.7050 -1.0562 3.4855  0.13
H -1.4117 0.3342 4.9680  0.34
H -0.5714 0.2038 3.3529  -0.06
H 0.6296 -1.5821 4.2075  0.29
H 1.1243 1.0427 5.4781  0.47
H 1.6869 0.6403 3.9264  -0.19
H 3.3170 0.5033 5.8743  0.42
H 3.4469 -0.6310 4.6480  0.19
H 3.6875 -2.4671 7.7331  0.24
H 3.7393 -0.6958 8.0098  0.29
H 4.7201 -1.4858 6.6764  0.32
C 3.8524 -5.9197 0.4015  -0.96
O 3.1477 -4.7169 0.2761  -0.15
C 3.4235 -3.7802 1.3043  -0.95
C 2.9288 -2.4328 0.8416  1.04
N 3.3075 -1.3068 1.6889  0.18
C 3.2241 -0.0385 0.9921  -0.29
C 4.4325 0.2350 0.0750  -0.55
O 5.5765 0.4770 0.8578  -0.40
C 6.5197 1.3226 0.2348  -0.79
H 4.9507 -5.8594 0.3570  0.35
H 3.6042 -6.6402 -0.3755  0.26
H 3.6680 -6.3371 1.3998  0.37
H 4.5140 -3.7651 1.4479  0.47
H 3.0679 -4.0479 2.3080  0.48
H 1.8479 -2.4191 0.7093  -0.62
H 3.3777 -2.3649 -0.1588  -0.23
H 4.2310 -1.4486 2.0784  0.39
H 3.1245 0.8023 1.6824  0.29
H 2.3641 0.0769 0.3254  -0.26
H 4.1503 1.1261 -0.5053  0.54
H 4.5989 -0.5929 -0.6229  0.18
H 6.9459 0.8326 -0.6475  0.31
H 7.2964 1.5177 0.9700  0.27
H 6.0925 2.2743 -0.0967  0.31
C 7.3863 0.7748 -8.7663  -0.74
O 6.2579 1.2545 -8.0649  -0.30
C 5.9797 0.5541 -6.8764  -0.38
C 4.6831 1.2091 -6.3541  -0.71
N 4.0149 0.5184 -5.2155  -0.08
C 3.8551 -0.9046 -5.4012  -0.56
C 3.4738 -1.5922 -4.0758  -0.52
O 2.1195 -1.3635 -3.7444  -0.46
C 1.8867 -1.6304 -2.3511  -0.13
H 8.3405 0.8965 -8.2481  0.29
H 7.4703 1.4320 -9.6364  0.26
H 7.1651 -0.2278 -9.1425  0.30
H 6.7612 0.6477 -6.1175  0.32
H 5.7351 -0.4790 -7.1369  0.32
H 4.0022 1.1397 -7.2112  0.31
H 4.7705 2.2393 -6.0183  0.35
H 3.1995 1.0655 -4.9875  0.22
H 4.7794 -1.4573 -5.5657  0.47
H 3.0566 -1.1575 -6.1100  0.15
H 4.1880 -1.1884 -3.3450  0.12
H 3.6576 -2.6694 -4.1647  0.48
H 0.8353 -1.7027 -2.0987  -0.23
H 2.3990 -0.8392 -1.7942  0.11
H 2.4573 -2.5231 -2.0795  0.50
C -8.1439 0.0210 2.5382  -0.74
O -7.3580 -1.1736 2.4337  -0.44
C -5.9656 -0.9070 2.2439  -0.45
C -5.6473 -0.2636 0.9064  -0.34
N -5.9720 -1.1076 -0.2505  -0.14
C -5.0118 -2.1762 -0.5395  0.73
C -5.7343 -3.3506 -1.2251  -0.60
O -4.8974 -4.4935 -1.0693  -0.47
C -5.3917 -5.5917 -1.8376  -0.87
H -8.4136 0.3704 1.5390  0.26
H -7.6264 0.8373 3.0488  0.34
H -9.0171 -0.2889 3.1083  0.27
H -5.5598 -1.9232 2.3006  0.12
H -5.5486 -0.3247 3.0745  0.48
H -4.5798 -0.0285 0.9092  -0.02
H -6.2354 0.6501 0.8082  0.48
H -6.7742 -1.6780 0.0109  0.37
H -4.3993 -2.5691 0.2849  -0.67
H -4.2251 -1.9009 -1.2524  -0.24
H -5.8249 -3.1197 -2.2936  0.33
H -6.7126 -3.6277 -0.8077  0.56
H -4.6395 -6.3748 -1.7587  0.27
H -5.4982 -5.2943 -2.8807  0.33
H -6.3078 -5.9950 -1.3999  0.32
N -5.7600 -0.5182 -4.0583  -0.36
C -4.6219 0.2316 -4.1732  0.66
N -4.1859 0.7915 -3.0132  -0.27
O -3.9604 0.3541 -5.1964  -0.67
H -6.1996 -0.9764 -4.8309  0.20
H -6.2998 -0.2597 -3.2480  0.20
H -4.6075 0.6940 -2.1088  0.25
H -3.2658 1.1241 -3.2445  -0.03
N -0.5671 0.6394 -3.9924  0.00
C 0.0992 1.4859 -3.1527  0.42
N 1.4520 1.3088 -3.2760  -0.17
O -0.4393 2.2472 -2.3563  -0.55
H -1.5235 0.4866 -3.7303  -0.20
H -0.1506 0.1444 -4.7536  0.19
H 2.0314 1.8908 -2.6877  0.11
H 1.8658 0.4221 -3.5676  -0.05
N -1.5566 -0.0225 -0.3512  0.96
C -1.2624 -1.3139 -0.6387  -0.78
N -0.5607 -1.9264 0.3402  1.59
O -1.6739 -1.8649 -1.6722  -0.52
H -1.1373 0.4033 0.4572  -0.42
H -2.1367 0.5642 -0.9207  -0.23
H -0.4980 -1.5949 1.2915  -0.27
H -0.3171 -2.8790 0.0920  -0.25
O -2.0392 2.4078 1.6332  -0.39
H -1.5408 3.1211 1.2168  0.14
H -2.9275 2.4998 1.2700  0.24
O 0.2526 -4.6357 -0.4028  -0.62
H 1.0041 -5.2297 -0.2808  0.23
H 0.1828 -4.5093 -1.3582  0.26
O -2.7735 3.6381 -1.0876  -0.58
H -3.1554 4.1121 -1.8328  0.27
H -1.9262 3.2994 -1.4219  0.44
O -2.8672 -4.0826 -2.8797  -0.80
H -2.2964 -3.3427 -2.6167  0.51
H -3.5466 -4.1031 -2.1790  0.45

Its HOMO energy is -0.317 Ha. For the HOMO-LUMO gap, the calculation gives 9.096 eV. For the lowest unoccupied orbital energy, the calculation gives 0.0177 Eh. The value obtained for the largest force on an atom is 2.37 eV/Å.

# 2
Below is a cluster of 17 separate species, C34H102O34 in total in a non-equilibrium geometry, with properties calculated with the ωB97M-V functional and the def2-TZVPD basis.

Each line ends with the Mulliken charge.
Atoms and positions in Å:
C -3.1042 -1.9893 3.4370  -0.30
C -3.0370 -1.2116 2.0751  1.03
O -3.7043 0.1066 2.1522  -0.64
O -4.3582 -1.8545 4.0421  -0.58
H -2.4506 -1.5436 4.1868  0.22
H -2.9131 -3.0619 3.4723  0.16
H -3.5940 -1.8424 1.3824  0.28
H -2.0360 -0.9625 1.7228  -0.82
H -3.0983 0.7939 2.4386  0.31
H -4.5361 -0.9299 3.8543  0.36
C 2.7218 3.5966 -2.9144  0.51
C 1.3908 3.1934 -3.5244  -0.79
O 1.2750 3.7087 -4.8469  -0.58
O 2.6907 4.9518 -2.4750  -0.50
H 3.5619 3.3783 -3.5737  0.25
H 2.9518 3.0189 -2.0192  -0.38
H 0.6774 3.6854 -2.8633  0.25
H 1.3146 2.1063 -3.5035  0.64
H 1.5435 2.9387 -5.3534  0.38
H 2.0954 5.3484 -3.1152  0.35
C -0.3217 6.9759 -1.0173  -0.90
C 0.9510 6.5980 -0.1490  -0.34
O 0.6826 5.6699 0.8630  -0.33
O -0.9777 5.9202 -1.7025  -0.32
H 0.0343 7.6963 -1.7538  0.28
H -0.9483 7.3451 -0.2055  0.41
H 1.1096 7.6256 0.1782  0.30
H 1.9383 6.3893 -0.5610  0.41
H -0.1398 5.9510 1.2708  0.16
H -1.4901 5.2621 -1.2272  0.19
C 0.5646 0.1587 0.0649  1.20
C 0.3206 1.5935 0.0381  1.12
O -0.9974 1.9302 -0.3408  -0.44
O 0.4668 -0.4555 -1.1936  -0.52
H -0.0285 -0.4774 0.7219  -0.55
H 1.5787 0.0339 0.4446  -0.26
H 0.9196 1.9493 -0.8002  -0.33
H 0.4933 2.2067 0.9226  -0.53
H -1.1622 1.1965 -0.9376  0.12
H 0.2612 -1.3821 -1.0491  0.08
C 1.8312 -3.1482 0.3284  -0.24
C 2.8499 -2.8718 -0.8324  -0.75
O 2.6376 -3.8928 -1.7640  -0.50
O 0.4490 -3.2138 -0.0316  0.08
H 2.0300 -2.3477 1.0409  0.16
H 2.1945 -4.0430 0.8337  0.56
H 3.8402 -2.9883 -0.3922  0.46
H 2.7949 -1.9258 -1.3711  0.19
H 3.5008 -4.0795 -2.1404  0.29
H 0.4196 -3.9146 -0.6871  -0.23
C -2.3451 -2.3411 -7.8520  -0.35
C -1.2724 -1.5823 -7.1776  -0.35
O -0.5984 -2.0955 -6.0339  -0.43
O -3.4187 -2.5553 -6.9945  -0.50
H -2.1171 -3.2857 -8.3458  0.32
H -2.6783 -1.6176 -8.5960  0.28
H -1.5894 -0.5578 -6.9829  0.22
H -0.5551 -1.5201 -7.9960  0.32
H -0.9353 -1.7429 -5.2070  0.20
H -3.1910 -3.2218 -6.3422  0.22
C -2.8657 1.7934 -3.2053  0.05
C -2.7142 3.0959 -4.2059  -0.43
O -3.6689 2.9193 -5.2608  -0.59
O -3.0876 0.5422 -3.8450  -0.60
H -3.6829 1.7713 -2.4843  0.38
H -1.8396 1.6868 -2.8534  -0.33
H -1.7413 2.9839 -4.6844  0.30
H -2.7295 4.0369 -3.6560  0.42
H -3.6935 3.7250 -5.7822  0.31
H -3.5847 0.8491 -4.6068  0.18
C 0.7348 2.9945 4.6986  -0.07
C -0.0024 2.0467 3.7618  0.38
O -1.1032 1.4162 4.3069  -0.53
O 1.1505 2.3056 5.8210  -0.63
H 0.3062 3.9731 4.9146  0.33
H 1.6344 3.2252 4.1280  0.00
H 0.7026 1.2971 3.4022  -0.22
H -0.3462 2.4997 2.8319  0.15
H -0.7653 1.2321 5.1865  0.36
H 1.9649 1.8159 5.6849  0.40
C -0.4940 -4.9797 2.3095  0.68
C 0.8507 -4.7145 3.1841  0.17
O 1.5802 -5.9049 3.3532  -0.62
O -1.4639 -5.5703 3.2537  -0.60
H -0.2931 -5.6342 1.4613  -0.15
H -0.6294 -3.9514 1.9741  -0.11
H 0.5581 -4.3195 4.1570  0.40
H 1.4124 -3.8723 2.7799  -0.55
H 2.4124 -5.9768 2.8799  0.45
H -2.0671 -5.9497 2.6104  0.36
C 3.3720 5.8122 2.8723  -0.29
C 4.9277 5.8504 2.8545  -0.25
O 5.3635 6.5932 3.9757  -0.54
O 2.6606 4.5575 2.3611  -0.44
H 2.9379 6.6661 2.3521  0.29
H 3.0725 6.0392 3.8955  0.32
H 5.1787 6.2020 1.8537  0.23
H 5.3611 4.8533 2.9332  0.14
H 6.2525 6.3865 4.2735  0.32
H 1.8952 4.8459 1.8585  0.36
C -6.0652 7.1180 -0.2199  -0.61
C -4.5986 7.0243 -0.7900  -0.13
O -4.1567 5.6903 -0.9040  -0.33
O -6.9704 8.1912 -0.6376  -0.54
H -5.9544 6.9929 0.8572  0.29
H -6.6610 6.2810 -0.5841  0.33
H -3.9513 7.6187 -0.1452  0.20
H -4.6948 7.4473 -1.7900  0.26
H -4.8423 5.0550 -0.6848  0.24
H -7.8727 8.0377 -0.3479  0.32
C -6.2966 -0.4192 -2.6191  0.53
C -6.7889 -1.5310 -1.6099  -0.65
O -6.5872 -2.8293 -2.0915  -0.50
O -7.1260 -0.4292 -3.7714  -0.57
H -5.2661 -0.5864 -2.9325  -0.31
H -6.3723 0.5435 -2.1136  0.23
H -7.8478 -1.6471 -1.3786  0.36
H -6.3391 -1.3892 -0.6273  0.31
H -7.1356 -2.7438 -2.8749  0.33
H -6.6094 -0.5132 -4.5762  0.33
C 1.2625 -7.4199 -1.0865  -0.91
C 1.0503 -8.3049 -2.3903  -0.24
O -0.3602 -8.3576 -2.7161  -0.53
O 0.7076 -6.0839 -1.1799  -0.27
H 2.2386 -7.5782 -0.6278  0.47
H 0.6865 -7.8630 -0.2741  0.40
H 1.3477 -9.3346 -2.1919  0.33
H 1.5822 -7.8179 -3.2076  0.25
H -0.7194 -7.6894 -2.1277  0.31
H 1.3718 -5.6152 -1.6906  0.11
C 3.5287 -2.0071 6.8589  -0.68
C 3.9462 -0.6079 6.1791  -0.40
O 2.8248 0.0082 5.5632  -0.36
O 2.8647 -2.9339 6.0394  -0.35
H 2.8677 -1.4835 7.5494  0.40
H 4.3389 -2.3087 7.5227  0.45
H 4.6306 -0.7926 5.3511  0.05
H 4.4625 0.0731 6.8556  0.46
H 2.3825 -0.7089 5.1031  0.19
H 2.6073 -3.7128 6.5381  0.24
C -2.1922 -4.3648 -3.3889  -0.47
C -2.9907 -3.0477 -3.3926  -0.38
O -2.2299 -1.9108 -3.7246  -0.08
O -2.3902 -5.0038 -4.6582  -0.55
H -2.5626 -5.0939 -2.6682  0.39
H -1.1166 -4.2468 -3.2577  0.16
H -3.3933 -2.8706 -2.3953  0.22
H -3.9246 -3.0721 -3.9541  0.43
H -2.7690 -1.1243 -3.8357  0.32
H -2.1337 -5.9247 -4.5702  0.29
C 4.4596 1.0608 0.8755  -1.11
C 4.3186 1.0440 2.3638  0.59
O 4.6111 2.3352 2.9323  -0.57
O 3.5514 1.9329 0.1892  -0.23
H 4.4058 0.0352 0.5105  0.35
H 5.4634 1.4457 0.6957  0.46
H 5.0404 0.2754 2.6399  0.35
H 3.2976 0.6658 2.4150  -0.25
H 3.9834 2.9474 2.5415  0.11
H 3.8318 2.8506 0.2188  0.17
C 5.2246 -4.6357 2.7631  -0.74
C 5.1294 -3.4221 3.6123  -0.22
O 4.1747 -2.5675 3.0701  -0.10
O 4.2255 -5.6527 2.6639  -0.43
H 6.2064 -5.0909 2.8936  0.48
H 5.2493 -4.2620 1.7394  0.24
H 5.9967 -2.7621 3.5935  0.28
H 4.9180 -3.7152 4.6407  0.21
H 3.4327 -2.4988 3.6753  0.01
H 4.6475 -6.5147 2.6418  0.23

Its HOMO energy is -0.335 Ha. For the HOMO-LUMO gap, the calculation gives 9.087 eV. For the lowest unoccupied orbital energy, the calculation gives -0.0007 Eh. The value obtained for the largest force on an atom is 3.97 eV/Å.